Molecular formula: C5H15N3O
Method: DFT, wB97M-V/def2-TZVPD

Values from the calculation:
LUMO energy (eV): 0.8
Max |F| (eV/A): 2.017

ORCA input file:
```
! RIJCOSX wB97M-V def2-TZVPD def2/J DEFGRID3
* xyz 0 1
H -2.678 -0.785 -1.208
O 0.246 1.260 -1.227
H 2.836 1.415 -1.737
H 0.162 -0.780 0.821
C 1.271 0.554 -0.531
C -1.014 -1.536 0.563
C -0.933 -2.334 -0.568
N -2.443 0.082 -0.715
H 3.418 0.673 -0.237
H -0.588 -3.349 -0.446
H -1.150 -2.046 1.515
H 1.724 0.135 1.591
C 0.886 0.405 0.944
C 2.615 1.264 -0.680
H -0.009 1.981 -0.626
H 0.038 1.473 2.379
N -1.914 -0.318 0.551
H -1.656 0.504 -1.214
H 2.580 2.239 -0.188
N -0.018 1.343 1.373
H 1.322 -0.436 -1.000
H -2.697 -0.455 1.183
H -0.775 -1.904 -1.547
H -1.220 0.616 1.004
*
```

Molecular formula: C4H8S
Method: DFT, wB97M-V/def2-TZVPD

Values from the calculation:
LUMO energy (eV): -0.3
Max |F| (eV/A): 4.188
Structure (SMILES): CCCC=S

ORCA input file:
```
! RIJCOSX wB97M-V def2-TZVPD def2/J DEFGRID3
* xyz 0 1
H 0.586 -0.772 1.628
H -0.607 1.296 1.359
H 0.096 1.593 -0.254
H 1.571 0.650 1.748
C -0.165 -0.890 -1.404
H 1.665 -0.506 0.471
S 0.919 -0.046 -2.262
C -1.049 -0.023 -0.430
H -1.537 -0.740 0.205
C 1.005 0.027 1.052
H -0.360 -1.895 -1.639
C -0.185 0.840 0.435
H -1.940 0.465 -0.908
*
```

> Look up the LUMO energy of the first one.

0.8 eV

> The highest max |F| belongs to which entry?

C4H8S

> Among the records above, which one has the highest max |F|?

C4H8S

> Look up the max |F| of the second one.

4.188 eV/A